Entry from OMol25: a 2-piece molecular cluster, C5H13NO overall in a non-equilibrium geometry (the ωB97M-V functional and the def2-TZVPD basis).

```
! wB97M-V def2-TZVPD RIJCOSX def2/J DEFGRID3
* xyz 0 1
C 0.86071 -2.38468 -1.11767
N 1.26714 0.49561 -1.57456
C 0.86140 -0.01124 -0.17970
C 1.09754 -1.33474 -0.08807
C 0.66086 -1.86508 1.26649
C 0.04077 0.84048 0.63004
H 0.81571 -1.71787 -2.02087
H -0.07176 -2.93313 -0.98498
H 1.94897 -2.91051 -1.37924
H 0.56157 0.13961 -2.23080
H 2.06592 -0.14389 -1.67710
H 1.43892 -2.48147 1.74586
H -0.25802 -2.53759 1.15002
H 0.26537 -1.15751 1.96104
H 0.07615 0.66565 1.75400
H 0.42861 1.86036 0.57630
H -1.14780 0.66255 0.50807
H -4.21525 5.39840 0.47530
H -3.01166 4.61440 0.21230
O -3.68513 4.80065 0.97357
*
```

Max |F|, eV Å⁻¹: 5.98
Orbital gap, eV: 9.33
Calculated total energy, a.u.: -328.17796
Structure (SMILES): CC(C)=C(C)N.O
E_LUMO, eV: 0.7

Löwdin atomic charge list, values in e, 8 entries:
1. C -0.076
2. N 0.037
3. C -0.344
4. C -0.338
5. C -0.092
6. C -0.087
7. H 0.049
8. H 0.079

***

Entry from OMol25: one molecule with the formula C5H13NS in a non-equilibrium geometry (the ωB97M-V functional and the def2-TZVPD basis).

```
! wB97M-V def2-TZVPD RIJCOSX def2/J DEFGRID3
* xyz 0 1
C 0.08812 -1.47639 -0.24399
C -0.24257 -0.90556 -1.62050
C -1.35171 0.18730 -1.62249
S -0.70462 1.94536 -1.71021
C 0.80973 -0.53896 0.74876
N -0.00986 0.53623 1.27300
C 0.59545 1.15166 2.47508
H -0.81276 -1.80202 0.28700
H 0.78001 -2.31887 -0.33368
H 0.62966 -0.67279 -2.22983
H -0.83358 -1.58221 -2.26060
H -1.95611 0.10810 -0.71611
H -2.09014 0.03909 -2.41119
H 0.36966 1.59759 -2.40033
H 1.70693 -0.15941 0.21761
H 1.06376 -1.17149 1.59961
H -0.30141 1.19377 0.56402
H 0.97918 2.16133 2.30601
H -0.17868 1.11378 3.24179
H 1.45895 0.59348 2.83603
*
```

Max |F|, eV Å⁻¹: 2.03
Orbital gap, eV: 9.26
Calculated total energy, a.u.: -651.20957
Structure (SMILES): CNCCCCS
E_LUMO, eV: 0.9

Löwdin atomic charge list, values in e, 8 entries:
1. C -0.206
2. C -0.261
3. C -0.514
4. S 0.691
5. C -0.272
6. N -0.134
7. C -0.119
8. H 0.113

***

Entry from OMol25: C18H27N2O5Pd as an isolated structure in a non-equilibrium geometry (the ωB97M-V functional and the def2-TZVPD basis).

```
! wB97M-V def2-TZVPD RIJCOSX def2/J DEFGRID3
* xyz 3 5
Pd -0.21724 0.19225 0.10158
C -4.05951 -2.65521 0.52288
N -3.29121 -2.18208 1.69432
C -3.80617 -2.54616 3.03076
C -2.23588 -1.44321 1.55729
O -1.81316 -1.08685 0.40136
C -1.46556 -0.99203 2.78028
O -0.19766 -0.47339 2.39235
C 0.96235 -1.23795 2.72479
C 1.71910 -1.59262 1.46316
O 1.30140 -1.12948 0.33864
N 2.77049 -2.34790 1.50880
C 3.32030 -2.91496 2.75101
C 3.51977 -2.70724 0.28705
H -4.98990 -2.09522 0.44459
H -4.29200 -3.70634 0.67105
H -3.48163 -2.53422 -0.38423
H -4.79816 -2.96487 2.90262
H -3.88595 -1.67216 3.67415
H -3.17957 -3.30116 3.50485
H -1.35919 -1.80925 3.49047
H -2.01572 -0.18698 3.26838
H 0.69134 -2.14091 3.26863
H 1.59836 -0.62274 3.36152
H 2.72936 -2.66117 3.62356
H 4.33095 -2.53531 2.89147
H 3.36921 -3.99772 2.65486
H 3.07511 -2.25009 -0.58636
H 3.51081 -3.79017 0.17964
H 4.55027 -2.37487 0.39655
C -0.81100 8.51016 -1.32770
C -0.73046 7.03777 -1.06096
C -0.03173 6.50838 0.00128
C 0.02593 5.09100 0.30138
C 0.78872 4.72355 1.52443
C -0.60260 4.17373 -0.56236
C -1.31918 4.67519 -1.66295
C -2.11790 3.88702 -2.63506
C -1.36302 6.11167 -1.87602
C -0.49120 2.72392 -0.30929
O -0.72743 1.83842 -1.19172
O -0.11928 2.23675 0.82192
H -0.15467 9.07788 -0.67419
H -1.83285 8.86327 -1.17531
H -0.55761 8.73396 -2.36419
H 0.50682 7.17990 0.66062
H 1.01576 5.60110 2.12185
H 1.74009 4.25791 1.23467
H 0.26357 3.99209 2.13622
H -1.73122 2.89623 -2.82681
H -2.22914 4.43073 -3.57119
H -3.13256 3.76343 -2.22681
H -1.92036 6.46805 -2.73677
*
```

Max |F|, eV Å⁻¹: 1.22
Orbital gap (alpha / beta), eV: 9.81 / 5.98
Calculated total energy, a.u.: -1314.55969
E_LUMO (alpha / beta), eV: -8.9 / -12.6
<S²>: 6.030

Löwdin atomic charge list, values in e, 8 entries:
1. Pd 1.431
2. C 0.043
3. N -0.081
4. C 0.028
5. C -0.351
6. O -0.056
7. C -0.057
8. O -0.168

***

Entry from OMol25: H22O11 as an isolated structure in a non-equilibrium geometry (the ωB97M-V functional and the def2-TZVPD basis).

```
! wB97M-V def2-TZVPD RIJCOSX def2/J DEFGRID3
* xyz 0 1
O -0.00321 1.50706 1.79900
H -0.35142 1.14471 2.61367
H -0.03186 2.45529 1.92653
O 2.13925 0.60019 -1.15392
H 1.51135 -0.11610 -1.05954
H 2.39876 0.81157 -0.25714
O 2.00789 0.58371 1.86531
H 2.26792 0.79931 2.76093
H 1.08035 0.81617 1.82217
O -0.54668 -3.19564 -0.20282
H -1.03031 -2.40021 -0.42561
H 0.16782 -2.89300 0.35767
O -0.86711 2.65980 -0.04812
H -0.50814 2.66067 0.83921
H -1.21188 1.77475 -0.16667
O -1.64094 0.85252 -0.28652
H -2.22040 0.76741 0.47058
H -2.21454 1.14076 -0.99655
O 1.68612 2.64242 -0.77945
H 1.09881 3.30376 -0.41348
H 1.13989 1.86202 -0.87347
O 0.92636 -2.35447 0.86865
H 1.00081 -1.83763 0.06642
H 1.61833 -3.01181 0.79573
O 0.46030 -0.39539 -0.15749
H 0.30846 0.51076 0.11097
H -0.41194 -0.73653 -0.35506
O -0.69569 -1.96089 -2.61136
H -1.03268 -1.59065 -1.79554
H -1.33034 -2.63718 -2.84819
O -1.56049 -1.40938 -0.72104
H -2.38782 -1.46681 -1.19904
H -1.76696 -0.88722 0.05417
*
```

Max |F|, eV Å⁻¹: 10.99
Orbital gap, eV: 7.08
Calculated total energy, a.u.: -840.21754
E_LUMO, eV: -1.5

Löwdin atomic charge list, values in e, 8 entries:
1. O 0.022
2. H 0.139
3. H 0.119
4. O -0.086
5. H -0.026
6. H 0.026
7. O -0.040
8. H 0.045

***

Entry from OMol25: C27H39N5O3SSi3Ti as an isolated structure in a non-equilibrium geometry (the ωB97M-V functional and the def2-TZVPD basis).

```
! wB97M-V def2-TZVPD RIJCOSX def2/J DEFGRID3
* xyz -2 3
Ti -0.07342 0.36997 0.45292
C -0.59857 -1.52271 -3.07976
Si -1.88220 -1.81396 -1.74884
C -1.84878 -3.69509 -1.41850
C -3.54410 -1.41104 -2.57912
N -1.65309 -0.85757 -0.35553
C -2.67751 -0.77196 0.58992
C -3.69208 -1.72497 0.72952
C -4.70950 -1.61546 1.67955
C -4.72690 -0.52636 2.52999
C -3.73693 0.44892 2.41254
C -2.71810 0.38094 1.45324
N -1.76196 1.36370 1.26532
Si -1.80264 2.87876 2.04601
C -1.44172 2.74262 3.91106
C -3.50009 3.72072 1.83416
C -0.53022 4.02723 1.30081
H -0.91472 -2.07764 -3.97150
H 0.39291 -1.88136 -2.80409
H -0.52258 -0.46787 -3.35026
H -2.79371 -4.17892 -1.68386
H -1.65888 -3.88797 -0.35970
H -1.05016 -4.17263 -1.99292
H -4.04797 -2.30273 -2.96449
H -3.37517 -0.73219 -3.42016
H -4.21768 -0.91755 -1.87574
H -3.68075 -2.59524 0.08213
H -5.46929 -2.38698 1.74777
H -5.49879 -0.42395 3.28580
H -3.75862 1.30042 3.08544
H -1.32599 1.68922 4.18105
H -2.23816 3.15853 4.53468
H -0.51410 3.26315 4.16705
H -4.16833 3.06692 1.26909
H -3.39153 4.65714 1.27937
H -3.98545 3.95147 2.78669
H -0.75364 5.06310 1.57885
H 0.48440 3.78134 1.61734
H -0.55132 3.95586 0.20992
C 2.30801 -4.49945 -2.08415
C 3.06802 -3.70556 -2.93165
C 3.24842 -2.36014 -2.63752
C 2.66295 -1.76427 -1.51552
C 1.91269 -2.58575 -0.67152
C 1.74270 -3.93684 -0.94909
Si 2.96110 0.09953 -1.30688
C 1.97223 1.09848 -2.59738
C 2.51258 1.00379 -3.88472
C 1.86945 1.52472 -5.00231
C 0.66615 2.19435 -4.85134
C 0.12689 2.33754 -3.58051
C 0.76419 1.78961 -2.47473
H 2.15775 -5.54998 -2.30718
H 3.52113 -4.13157 -3.82007
H 3.86036 -1.75792 -3.30104
H 1.46222 -2.15571 0.21356
H 1.14577 -4.54614 -0.28087
H 4.31482 0.21351 -1.93446
H 3.46802 0.50862 -4.02102
H 2.31171 1.40711 -5.98534
H 0.15310 2.60257 -5.71498
H -0.81120 2.86193 -3.44134
H 0.27877 1.91199 -1.51276
O 1.60518 -0.33857 1.38993
N 2.34786 0.84771 1.23718
O 3.36694 0.57788 0.22776
O 1.47008 1.73586 0.68537
S 3.98169 3.16905 2.97891
C 3.48580 1.62419 3.36427
N 2.37211 1.32713 4.10108
C 2.27477 -0.11399 4.33796
C 3.55094 -0.67408 3.69084
N 4.31641 0.53409 3.38423
H 1.53419 1.78968 3.77805
H 1.39461 -0.53320 3.85315
H 2.22938 -0.31294 5.41228
H 3.29147 -1.21815 2.78205
H 4.11468 -1.32264 4.36480
H 4.92341 0.49170 2.57918
*
```

Max |F|, eV Å⁻¹: 1.50
Orbital gap (alpha / beta), eV: 4.60 / 5.83
Calculated total energy, a.u.: -3668.02091
E_LUMO (alpha / beta), eV: 4.6 / 4.6
<S²>: 2.005

Löwdin atomic charge list, values in e, 8 entries:
1. Ti 0.892
2. C -0.159
3. Si 0.375
4. C -0.190
5. C -0.178
6. N -0.182
7. C -0.344
8. C -0.092

***

Entry from OMol25: a 2-piece molecular cluster, C5H8ClOS overall in a non-equilibrium geometry (the ωB97M-V functional and the def2-TZVPD basis).

```
! wB97M-V def2-TZVPD RIJCOSX def2/J DEFGRID3
* xyz -1 1
C -3.38956 0.85767 -0.31670
C -0.13961 0.63923 -1.47148
C -0.40254 -0.68812 2.15801
C 0.42424 0.06458 -0.11849
C -0.72677 -0.58026 0.60346
O -3.02428 1.92213 -0.62646
S -4.25156 -0.40752 0.09517
Cl -0.92440 -2.31342 -0.05746
H -0.25880 -0.25114 -2.09976
H -1.06592 1.36610 -1.60941
H 0.66112 1.15173 -1.91036
H -1.22066 -1.23272 2.71306
H -0.27057 0.32048 2.59099
H 0.54771 -1.28494 2.52413
H 1.30585 -0.54745 -0.47135
H 0.86152 0.81114 0.51366
*
```

Max |F|, eV Å⁻¹: 2.84
Orbital gap, eV: 5.18
Calculated total energy, a.u.: -1128.89806
E_LUMO, eV: 3.2

Löwdin atomic charge list, values in e, 8 entries:
1. C -0.867
2. C -0.161
3. C -0.264
4. C -0.409
5. C -0.749
6. O 0.039
7. S 0.661
8. Cl 0.330

***

Entry from OMol25: an isolated ion of composition C4H2NOS2 and charge -1 in a non-equilibrium geometry (the ωB97M-V functional and the def2-TZVPD basis).

```
! wB97M-V def2-TZVPD RIJCOSX def2/J DEFGRID3
* xyz -1 3
C -0.15435 0.57128 0.44901
C 0.86199 -1.00545 -1.39053
C -0.06529 -0.88456 -0.39851
C 0.98937 1.17031 0.44899
N -1.38881 0.62748 0.99142
O -0.80072 -1.72552 -0.00408
S 1.48661 -0.76787 -2.79888
S 2.46968 1.76844 0.42230
H -1.54967 0.20467 1.93209
H -1.84880 0.04121 0.34820
*
```

Max |F|, eV Å⁻¹: 4.30
Orbital gap (alpha / beta), eV: 5.08 / 7.52
Calculated total energy, a.u.: -1079.89110
E_LUMO (alpha / beta), eV: 3.3 / 3.3
<S²>: 2.014

Löwdin atomic charge list, values in e, 8 entries:
1. C -0.373
2. C -0.716
3. C -0.557
4. C -0.639
5. N 0.045
6. O 0.023
7. S 0.469
8. S 0.592

***

Entry from OMol25: one molecule with the formula C3H4NP in a non-equilibrium geometry (the ωB97M-V functional and the def2-TZVPD basis).

```
! wB97M-V def2-TZVPD RIJCOSX def2/J DEFGRID3
* xyz 0 1
C -0.96178 0.31534 0.09328
C 1.59516 -1.89172 -0.08556
C -0.82598 1.62702 0.02969
N -0.86537 -0.87314 0.06699
P 0.12681 -2.19372 0.60280
H 1.96830 -0.85557 0.04936
H -0.00202 2.11626 -0.58813
H -1.63830 2.41470 0.19705
H -0.19454 -3.13279 -0.42213
*
```

Max |F|, eV Å⁻¹: 2.79
Orbital gap (alpha / beta), eV: 7.25 / 7.25
Calculated total energy, a.u.: -512.61001
Structure (SMILES): C#[PH]N=C=C
E_LUMO (alpha / beta), eV: -1.3 / -1.3

Löwdin atomic charge list, values in e, 8 entries:
1. C -0.311
2. C -0.264
3. C -0.050
4. N -0.166
5. P 0.743
6. H -0.052
7. H 0.068
8. H 0.065

***

Entry from OMol25: C18H18ClN5O3S as an isolated structure in a non-equilibrium geometry (the ωB97M-V functional and the def2-TZVPD basis).

```
! wB97M-V def2-TZVPD RIJCOSX def2/J DEFGRID3
* xyz 0 1
C -0.42848 5.76787 0.25574
C -0.78133 4.33399 -0.38166
H -1.45416 3.68249 0.16093
H -1.12812 4.48561 -1.44703
O 0.38264 3.85201 -0.52116
C 0.54299 2.58084 -0.85331
O -0.43800 2.10745 -1.13832
C 1.79534 1.80280 -1.03585
C 1.90008 0.49129 -1.40042
N 0.76461 -0.30359 -1.63596
C 1.14303 -1.70751 -2.08958
O 2.13595 -2.14773 -2.23541
C -0.51553 -2.18048 -2.39939
N -1.17824 -2.35914 -1.23865
N -1.81772 -1.15449 -0.87087
N -2.38496 -1.44934 0.35257
C -2.46801 -2.76199 0.48740
N -1.55093 -3.28940 -0.49957
C -3.05109 -3.82752 1.31432
C -2.66350 -5.07500 1.43292
C -3.35989 -5.86092 2.17988
C -3.99313 -5.38145 3.31016
C -4.36341 -4.11044 3.28902
C -3.72404 -3.17678 2.47373
Cl -4.24153 -1.60735 2.17446
H -5.16731 -3.68877 4.03467
H -4.77689 -5.91085 4.02687
H -3.08437 -7.10102 2.16817
H -2.01676 -5.35984 0.68102
H -0.82268 -1.78913 -3.12605
H -0.10321 -3.43314 -2.69434
H -0.13961 0.21015 -1.70012
S 3.50212 -0.20618 -1.23930
C 4.02676 1.49995 -0.69999
C 3.09908 2.39277 -0.56301
C 3.46330 3.54875 -0.15924
H 4.32222 3.88520 -0.12045
H 3.12445 4.39918 -0.65815
H 2.85989 3.90741 0.78017
C 5.75524 1.52619 -0.46503
H 6.04154 0.60344 -0.48536
H 6.22446 2.34797 -0.96872
H 5.80589 1.91962 0.57595
H -1.40625 6.49327 0.25050
H 0.35961 6.38563 -0.55446
H -0.19005 5.65820 1.23289
*
```

Max |F|, eV Å⁻¹: 19.89
Orbital gap, eV: 8.15
Calculated total energy, a.u.: -2054.03424
E_LUMO, eV: 0.1

Löwdin atomic charge list, values in e, 8 entries:
1. C -0.044
2. C -0.321
3. H 0.131
4. H 0.145
5. O -0.023
6. C -0.469
7. O 0.157
8. C -0.049

***

Q: Among the records above, which one has the highest max |F|?
A: C18H18ClN5O3S

***

Q: Look up the calculated total energy of the first one.
A: -328.17796 a.u.